Record 1
68
Properties=species:S:1:pos:R:3:forces:R:3:mulliken_charge:R:1 method="wB97M-V/def2-TZVPD" e_lumo_ev=-7.12 de_lowest_kcal_mol=15.3 gap_ev=7.1 e_homo_ha=-0.5228 charge=+2
H 14.354613 15.646085 11.172584 -0.7 0.4 -0.1 0.361
C 14.555141 8.915564 6.534036 0.0 -1.0 -0.5 -0.630
H 10.118977 12.142711 5.074274 0.4 0.3 0.0 0.486
C 14.614017 15.027777 6.433928 -0.3 -1.3 0.4 -0.662
H 11.037745 16.700146 4.726243 -0.2 0.5 0.1 0.376
H 14.740237 14.697719 5.389527 0.3 0.3 0.7 0.474
C 6.499809 13.202312 7.252494 -0.1 -0.2 1.0 -0.529
C 10.142826 17.411100 7.928391 0.2 0.2 -0.2 -0.449
H 9.896896 16.828831 8.821266 -0.1 0.5 0.0 0.402
C 14.582474 14.065300 7.466577 0.2 0.1 -0.9 -0.027
H 11.425885 12.112757 9.483072 -0.3 -0.5 0.4 0.032
H 12.617974 15.954309 10.617078 0.6 0.2 0.4 0.251
C 14.363191 16.354683 6.753200 0.0 0.7 -0.5 -0.319
H 4.625328 13.695507 6.299082 0.8 0.2 -0.1 0.399
H 9.560086 10.289473 6.085929 0.0 -0.2 0.4 0.274
C 10.667312 19.444515 6.709785 -0.4 1.1 1.8 -0.438
H 13.853658 17.274033 10.526789 -0.3 -1.0 0.3 0.438
P 10.191427 14.846243 6.859399 0.3 0.7 -1.1 0.696
C 10.859205 14.215537 5.224333 0.2 -0.4 0.6 -1.238
C 5.709391 13.899926 6.349513 -0.1 0.1 -0.5 -0.607
H 14.334445 10.797484 7.560673 0.1 -0.1 0.2 0.234
C 7.695111 15.145591 5.671407 -0.9 0.1 -0.3 -0.763
H 8.460968 12.958984 8.147131 -0.2 0.0 0.2 0.252
H 15.452388 8.587061 7.065963 -0.3 0.2 -0.2 0.405
C 12.862575 8.452647 4.848212 -0.1 -0.1 -0.6 -0.745
H 14.758735 13.019760 7.266745 0.2 0.0 -0.3 0.534
H 9.829079 10.885569 10.999789 0.1 -0.2 0.3 0.487
C 8.443714 14.469381 6.628181 -0.2 -0.1 0.8 0.746
H 10.217807 19.306336 8.887707 -0.2 0.4 -0.3 0.457
C 13.951743 10.119458 6.814183 -1.3 -0.1 -0.6 -0.552
H 14.525061 17.135241 5.985545 -0.6 -0.5 0.5 0.419
C 10.664166 11.399579 9.102569 -0.5 -0.2 -0.1 -0.296
H 11.836228 14.681477 5.070732 -0.1 0.1 -0.1 0.498
P 11.891624 11.989210 6.740749 0.2 -0.4 -0.5 0.591
H 6.045775 12.460140 7.915819 0.1 0.2 -0.3 0.400
H 11.074320 19.214757 4.598314 0.1 -0.3 0.7 0.428
C 12.752596 10.464083 6.126970 1.2 1.3 0.8 0.767
C 6.316709 14.847968 5.515048 0.5 1.0 -0.2 -0.542
C 14.351234 14.414390 8.799102 0.8 0.3 -0.2 -1.369
C 14.077649 15.761264 9.081996 -1.4 0.3 -0.9 0.913
C 10.595352 11.208635 7.731542 0.5 0.6 -0.3 1.465
C 10.879704 18.707241 5.559638 0.0 0.2 -0.7 -0.742
C 7.845605 13.508185 7.442905 -0.1 -0.2 -0.7 -0.208
C 8.934045 9.727210 9.419617 0.7 0.6 0.3 -0.794
H 10.162470 14.491930 4.410227 0.4 0.0 0.4 0.768
H 8.341148 9.105073 10.107740 0.2 0.4 -0.6 0.425
C 13.697075 16.169275 10.448107 0.3 0.9 0.9 -1.157
H 14.675826 13.738257 9.597244 -0.4 0.0 -0.1 0.620
H 8.161892 15.950551 5.085298 -0.3 -0.4 0.2 0.329
C 10.380399 16.673856 6.759005 0.1 -0.3 0.3 0.709
C 13.989452 8.053435 5.556247 0.5 0.1 0.6 -0.550
H 5.746311 15.465439 4.777841 0.4 -0.8 0.8 0.361
C 10.784520 17.313011 5.596802 0.0 -0.1 -0.3 -0.226
H 12.450760 7.811418 4.057480 0.3 0.3 0.4 0.400
H 8.091510 8.970396 7.601893 0.5 0.2 0.2 0.404
H 13.462936 17.652841 8.270790 0.7 -0.1 -0.2 0.358
C 11.076460 12.675113 5.226005 -0.6 0.2 0.2 -1.382
H 11.748278 12.438110 4.406859 -0.1 -0.1 -0.2 0.706
C 12.264943 9.698609 5.088621 0.0 -0.1 -0.3 -0.265
H 11.485309 10.104794 4.422267 0.2 -0.6 0.5 0.340
C 13.941504 16.695977 8.037399 0.1 -0.4 0.3 -0.532
C 8.864163 9.623951 8.036234 -1.3 -0.8 -0.7 -0.607
H 10.777193 20.564630 6.778117 -0.1 -1.4 -0.5 0.366
Mg 12.028090 14.043045 8.540494 0.2 -0.3 -1.2 0.895
C 10.290509 18.807532 7.927759 0.6 -1.2 -0.8 -0.722
C 9.818430 10.678558 9.944350 0.0 0.2 0.2 -0.730
H 14.476803 7.071976 5.372998 -0.5 0.9 0.1 0.371
C 9.663640 10.359916 7.171703 -0.4 -0.2 0.4 -0.753

Record 2
58
Properties=species:S:1:pos:R:3:forces:R:3:mulliken_charge:R:1 method="wB97M-V/def2-TZVPD" e_lumo_ev=0.12 smiles="O=C(NCc1ccco1)c1ccc(Cn2c(=O)c3ccccc3n(Cc3ccc(Cl)cc3)c2=O)cc1" de_lowest_kcal_mol=0.7 gap_ev=8.7 e_homo_ha=-0.3155
H -1.267460 2.824544 -4.494104 0.0 0.0 0.0 0.359
H -0.425378 -3.498102 -2.595595 0.1 0.0 0.0 0.342
C 1.394443 1.820487 -6.305994 0.1 0.0 -0.1 -0.707
C 0.439960 2.853530 -0.070954 0.1 0.0 0.0 -1.077
N -1.077134 0.426857 -3.221729 -0.3 -0.2 0.0 0.185
C 1.075852 -1.170180 -4.102509 0.1 0.0 0.0 0.952
H -2.328335 2.105641 -3.047259 0.0 -0.1 0.0 0.623
H 2.405951 -0.061211 -6.057020 0.1 0.0 0.0 0.487
H 2.027367 2.171371 -7.105374 0.1 0.0 -0.1 0.413
H -0.775512 2.216048 4.777601 0.2 0.1 -0.1 0.486
O -1.697061 -1.296505 -1.892405 -0.1 -0.1 0.1 -0.613
C -2.462693 1.199325 5.820219 -0.2 -0.5 0.2 -0.506
C -0.467862 2.177551 -4.816662 -0.2 0.1 0.1 -0.786
C -0.991016 1.377455 1.189939 0.1 0.1 0.1 -0.400
H -3.268295 -0.596528 6.857269 0.0 -0.2 0.1 0.472
H -1.274615 0.926626 2.128387 0.0 -0.1 0.1 0.405
C 0.819485 -2.110825 1.801458 0.0 -0.2 -0.2 0.717
C 0.046863 -3.477020 -0.025088 0.1 0.1 -0.1 -0.893
N 0.169532 -1.570122 -3.136003 0.1 -0.3 0.1 0.049
C 0.907046 -1.934698 3.281909 0.1 0.2 -0.1 0.254
C -0.514509 0.171748 5.499510 0.3 0.8 -0.3 0.580
C 0.785811 0.133267 -4.700780 0.0 0.4 -0.1 0.266
H 0.023070 3.003009 -2.153988 0.0 0.1 -0.1 0.485
H 1.088782 -1.208303 5.669338 0.1 0.2 0.0 0.401
C 1.356189 -1.211964 0.886019 0.0 -0.1 0.1 -0.507
C -2.499370 -0.056385 6.341790 -0.6 0.7 -0.1 -0.488
H 1.324130 -3.240680 -2.845708 -0.2 0.1 0.1 0.456
H 1.671154 -0.747831 -1.170535 0.0 0.1 -0.1 0.471
C -1.687615 1.077498 0.032739 0.0 0.1 -0.1 -0.460
C -0.268285 2.549020 -1.218083 -0.1 0.0 0.1 -0.142
C -0.270490 0.925188 -4.225155 0.5 -0.1 -0.5 0.888
C 0.851140 -0.299350 5.111235 -0.2 -0.2 0.1 -1.173
Cl 0.985531 2.624577 2.555176 0.1 0.1 0.2 -0.214
H 0.171397 3.579203 -6.280154 0.0 0.1 0.0 0.427
H -0.211513 -3.956630 2.049441 0.0 -0.1 0.1 0.460
H -3.248756 1.926248 5.827005 -0.2 0.1 0.1 0.425
C -1.335305 1.658695 -1.177946 -0.1 0.0 0.1 0.678
C 0.075131 2.259497 1.126046 -0.2 -0.1 -0.3 0.605
C 0.568552 -2.573393 -0.940858 0.1 0.0 0.2 0.818
C 0.182111 -3.254429 1.330270 0.1 0.1 0.1 -1.008
C 0.350968 2.610043 -5.839116 0.0 -0.1 0.0 -0.691
O 0.962264 -2.877638 4.046161 -0.1 -0.3 0.1 -0.678
C 0.410256 -2.816148 -2.418303 0.1 -0.3 0.0 -1.291
H 1.592941 0.477352 5.320925 -0.1 -0.1 0.1 0.394
C -2.017028 1.245919 -2.459087 -0.1 0.0 0.2 -1.807
H -2.888806 0.626617 -2.238605 0.1 0.2 -0.1 0.436
C -0.919839 -0.844128 -2.703302 -0.2 0.2 -0.3 0.453
H 1.896542 -0.338597 1.221944 0.1 0.1 0.1 0.579
N 0.912176 -0.646419 3.705154 0.1 0.2 0.0 0.044
H -0.469981 -4.356842 -0.377823 -0.1 -0.1 0.0 0.370
C 1.237574 -1.449386 -0.470521 0.0 -0.1 -0.1 -0.274
C -1.167767 1.348747 5.267724 0.4 -0.4 0.1 -0.309
H -2.498733 0.368041 0.068819 -0.1 -0.1 0.0 0.334
O 2.025962 -1.861612 -4.402563 0.0 0.0 -0.1 -0.705
O -1.329860 -0.682809 6.149621 0.3 -0.5 0.1 -0.346
H 0.786004 0.103136 3.043870 0.0 -0.1 0.0 -0.110
H 1.271640 3.539804 -0.105564 0.1 0.1 0.0 0.449
C 1.606695 0.587559 -5.732980 -0.1 0.0 0.1 -0.577

Record 3
12
Properties=species:S:1:pos:R:3:forces:R:3:mulliken_spin:R:1 method="wB97M-V/def2-TZVPD" e_lumo_ev="-3.65 / -8.71" s2=2.014 de_lowest_kcal_mol=109.0 gap_ev="7.2 / 6.4" e_homo_ha="-0.3979 / -0.5540" charge=+1 spin_multiplicity=3
O -0.264417 -1.329444 -1.930753 1.3 2.6 -0.5 -0.003
H -0.526116 -2.139226 -2.347723 -0.6 -1.1 0.5 0.005
H 0.651870 0.770806 -1.013996 1.0 0.6 -0.7 0.008
C -1.164284 0.112637 1.118497 -1.4 -2.0 -3.0 0.179
N -1.434445 -0.957631 0.162973 -2.2 7.0 1.5 0.721
C 0.060974 0.609224 0.973424 0.7 -0.5 -1.5 0.354
C -0.302983 -1.001939 -0.658363 0.1 -0.5 -2.0 -0.028
H 0.657985 1.261443 1.486896 0.8 1.6 1.5 0.025
N 0.697002 0.110504 -0.258051 -1.2 -2.5 1.0 0.012
H -1.875485 0.276856 1.789074 -2.6 0.8 2.9 0.012
O -0.380332 -1.928352 0.293908 4.5 -6.6 1.8 0.703
H 1.597844 -0.343392 0.050151 -0.4 0.8 -1.4 0.011

Record 4
7
Properties=species:S:1:pos:R:3:forces:R:3:mulliken_charge:R:1 method="wB97M-V/def2-TZVPD" e_lumo_ev="-0.75 / -0.27" de_lowest_kcal_mol=86.7 gap_ev="7.8 / 7.9" e_homo_ha="-0.3133 / -0.2999"
P 0.724299 1.503447 0.403375 -0.7 -1.0 2.8 0.114
H 1.803436 0.600831 0.570477 0.1 0.0 0.0 0.064
Cl 0.956425 1.821411 -1.486927 0.3 0.3 -2.4 -0.126
C -0.840313 -0.923403 0.334367 1.4 0.8 -0.6 -0.687
H -1.678237 -0.309555 0.611049 -0.1 -0.4 0.3 0.401
Cl -0.626281 -0.992215 -1.388690 -0.3 -0.7 0.5 -0.095
H -0.339328 -1.700516 0.956347 -0.6 0.9 -0.7 0.329